Entry 1:
{"formula": "C42H30ClF12N2O6W", "method": "ωB97M-V/def2-TZVPD", "e_homo_ev": -10.7, "relative_energy_kj_mol": 0.0, "charge": 1, "multiplicity": 1, "largest_force_ev_per_a": 0.5, "e_tot_ha": -3905.13142, "species": ["C", "H", "H", "F", "H", "C", "C", "Cl", "H", "H", "C", "F", "H", "C", "F", "H", "H", "F", "N", "C", "C", "N", "C", "H", "H", "H", "C", "C", "C", "F", "C", "C", "C", "H", "C", "C", "H", "O", "F", "H", "H", "C", "H", "O", "C", "W", "C", "C", "H", "H", "F", "C", "C", "H", "H", "C", "C", "C", "H", "C", "O", "C", "C", "C", "F", "H", "H", "O", "H", "C", "F", "C", "F", "C", "C", "F", "H", "H", "C", "C", "H", "C", "H", "C", "C", "C", "C", "O", "C", "H", "H", "F", "C", "O"], "xyz": [[0.675, 1.070, -3.654], [6.691, -0.592, -0.465], [-2.107, 0.787, -7.077], [3.233, 2.121, 2.711], [9.341, 2.471, -1.847], [-1.258, 0.162, -6.797], [6.905, 0.266, -1.089], [-0.227, -7.890, 0.524], [4.038, 0.197, -1.203], [-1.664, -5.569, 1.332], [1.246, 1.540, 1.487], [-2.584, 0.841, 0.286], [-0.047, 3.206, -2.668], [-0.892, 0.372, -5.354], [0.849, 3.249, 3.125], [5.103, 3.422, -3.797], [2.154, -6.596, -0.276], [0.003, 1.299, 3.512], [4.662, 0.066, -1.983], [-1.802, 0.059, -4.347], [0.196, -6.217, 0.512], [0.062, 0.974, -1.266], [8.134, 0.900, -1.041], [6.145, -0.641, -4.048], [2.826, -4.202, -0.290], [3.731, 5.842, 0.063], [0.562, 3.303, -1.784], [-0.257, 0.809, -2.656], [0.687, 2.217, -0.913], [-2.547, 2.129, -1.450], [0.937, -3.528, 0.448], [2.050, -1.140, -1.969], [2.628, -2.254, -4.049], [-1.542, -0.876, -6.980], [2.008, 3.685, 0.498], [-2.947, 0.941, -0.993], [2.617, 6.680, -1.023], [0.825, -1.614, -1.993], [-0.835, 2.542, 1.964], [7.093, 4.503, -3.369], [2.239, 6.528, 0.693], [0.356, 0.855, -4.983], [5.195, 1.924, -4.713], [-1.467, -0.997, -1.012], [-1.197, -2.906, 1.435], [0.224, -0.765, -0.274], [1.182, 4.515, -1.552], [2.678, 6.015, -0.164], [8.904, 0.547, -0.369], [-2.759, -0.357, -4.626], [-4.340, -0.730, -3.030], [-0.692, -5.273, 0.958], [1.368, 2.467, 0.294], [8.748, 3.926, -3.550], [1.094, 1.068, -5.747], [-1.485, 0.255, -3.012], [2.601, 1.105, 2.127], [-2.316, -0.239, -1.845], [-0.425, 0.408, -7.454], [4.765, -1.921, -5.046], [2.234, -0.399, -0.945], [1.465, -5.831, 0.056], [5.929, 0.734, -1.956], [6.147, 1.839, -2.782], [2.399, 0.156, 3.039], [1.634, -2.683, -4.029], [3.206, -3.173, -5.882], [1.299, -2.240, 0.469], [-2.025, -3.202, 2.086], [0.302, 2.177, 2.555], [3.411, 0.604, 1.190], [-0.336, -3.917, 0.906], [-4.006, -1.739, -1.141], [5.156, -1.079, -4.040], [1.840, -4.505, 0.037], [-2.855, -2.294, -2.876], [5.463, -2.130, -5.848], [4.079, 2.057, -3.353], [8.374, 1.983, -1.872], [7.703, 3.636, -3.635], [1.049, 5.316, -2.269], [3.490, -2.520, -5.070], [1.649, 1.459, -3.382], [3.002, -1.400, -2.984], [5.070, 2.338, -3.708], [1.965, 4.719, -0.426], [4.287, -0.782, -2.965], [-1.059, -1.688, 1.235], [-3.412, -1.260, -2.237], [7.499, 3.404, -4.681], [2.536, 3.848, 1.426], [-4.279, 0.923, -1.045], [7.402, 2.461, -2.744], [0.577, 0.372, 1.114]], "lowdin_charge": [-0.02, 0.12, 0.09, 0.18, 0.11, -0.03, -0.02, 0.72, 0.12, 0.13, -0.23, 0.17, 0.12, -0.24, 0.19, 0.08, 0.12, 0.19, 0.12, 0.05, -0.65, -0.06, -0.07, 0.12, 0.13, 0.09, 0.00, -0.24, -0.16, 0.18, -0.28, -0.48, -0.01, 0.09, 0.03, -0.53, 0.08, -0.09, 0.19, 0.09, 0.09, 0.00, 0.09, -0.23, -0.08, 2.10, -0.01, -0.03, 0.11, 0.13, 0.18, -0.03, -0.07, 0.08, 0.12, -0.07, -0.55, -0.20, 0.08, -0.04, -0.08, -0.05, -0.21, -0.17, 0.19, 0.13, 0.11, -0.19, 0.16, -0.56, 0.17, -0.12, 0.18, 0.00, 0.03, 0.18, 0.12, 0.06, -0.04, -0.04, 0.12, -0.07, 0.12, -0.08, -0.02, -0.24, -0.16, -0.06, -0.57, 0.09, 0.13, 0.18, -0.22, -0.19]}

Entry 2:
{"formula": "C42H31Cl2N2O3Se2Te2Ti", "method": "ωB97M-V/def2-TZVPD", "e_homo_ev": [-0.5, -1.3], "relative_energy_kj_mol": 0.0, "charge": -2, "multiplicity": 2, "largest_force_ev_per_a": 0.5, "e_tot_ha": -9063.37412, "species": ["H", "C", "H", "C", "H", "C", "O", "H", "Se", "C", "H", "H", "C", "H", "Cl", "C", "H", "H", "Se", "H", "C", "C", "H", "Te", "C", "C", "H", "H", "C", "C", "C", "C", "C", "H", "H", "H", "C", "H", "C", "H", "H", "C", "C", "C", "C", "C", "C", "C", "C", "N", "C", "H", "H", "H", "C", "C", "C", "C", "H", "C", "C", "C", "H", "H", "H", "C", "C", "H", "H", "C", "N", "C", "C", "H", "H", "H", "O", "Ti", "C", "O", "C", "C", "Te", "Cl", "C"], "xyz": [[-2.599, 0.937, 1.041], [-2.011, -0.735, 2.220], [0.843, -1.649, -3.230], [-0.098, 1.977, 4.330], [-0.965, -4.389, 0.058], [-4.013, -2.914, -2.380], [2.680, 1.305, 0.237], [-2.638, 1.227, 2.797], [3.028, -1.421, 1.301], [3.704, 4.396, -1.413], [-1.402, -4.476, 2.595], [-5.439, -1.345, -2.728], [-2.284, -0.911, -1.560], [-0.059, 1.629, -4.921], [4.510, 3.582, 1.045], [0.025, 1.100, 3.257], [-2.796, 5.536, 1.171], [0.378, 2.374, 6.382], [5.649, -0.190, -1.539], [-1.624, -0.137, -1.195], [0.822, -2.729, -3.258], [-2.084, 0.747, 1.986], [-2.490, -3.219, 4.448], [3.667, -1.565, -1.192], [0.849, -5.489, -3.305], [0.261, -4.814, -2.241], [1.891, -5.310, -5.174], [-4.681, -3.706, -2.698], [1.295, -0.397, 4.668], [2.980, 4.274, -2.578], [-2.207, -2.712, 3.533], [2.085, 2.197, -1.818], [0.525, 4.888, 1.132], [-0.101, 0.040, -3.059], [-0.151, -5.398, -1.430], [1.363, 3.690, -4.799], [0.557, 1.825, -4.052], [0.519, -3.596, 0.562], [-4.437, -1.593, -2.399], [1.869, -2.827, -5.117], [1.404, 2.968, 1.509], [-0.658, 5.615, 1.034], [-0.512, -3.410, 0.227], [-0.430, -2.603, -1.080], [0.717, -0.092, 3.445], [2.138, 3.175, -2.830], [-0.665, 1.381, 1.913], [-2.726, -3.225, -1.965], [0.471, 1.672, 5.560], [-1.475, -1.428, 1.221], [1.405, -3.397, -4.321], [-3.884, 0.442, -1.987], [1.631, 0.257, 6.686], [-0.626, 2.915, 4.200], [-1.244, -2.725, 1.349], [0.486, 3.541, 1.445], [0.527, 0.915, -3.019], [1.173, 0.487, 5.731], [-2.823, -0.757, 4.212], [1.420, -4.785, -4.352], [2.835, 2.277, -0.630], [0.235, -3.424, -2.202], [-0.631, 6.667, 0.776], [1.842, -1.327, 4.770], [4.336, 5.258, -1.250], [-2.407, -1.344, 3.403], [-1.905, 3.622, 1.558], [-2.865, 3.143, 1.707], [-2.399, -4.258, -1.975], [-1.845, -2.229, -1.554], [1.269, 1.078, -1.882], [-1.869, 4.980, 1.252], [-0.730, 2.890, 1.653], [0.815, -0.796, 2.629], [0.872, -6.572, -3.300], [1.481, 5.362, 0.945], [0.341, -1.471, -0.849], [1.292, -0.037, -0.190], [3.627, 3.405, -0.441], [0.060, 0.833, 0.864], [-1.611, -3.417, 2.504], [1.344, 2.972, -3.992], [2.623, -3.720, 2.314], [3.109, 5.550, -3.777], [-3.565, -0.594, -1.987]], "lowdin_spin": [0.00, 0.00, 0.00, 0.00, 0.00, 0.00, -0.01, 0.00, 0.01, 0.02, 0.00, 0.00, 0.00, 0.00, 0.01, 0.00, 0.00, 0.00, 0.00, 0.00, 0.00, 0.00, 0.00, 0.01, 0.00, 0.00, 0.00, 0.00, 0.00, 0.04, 0.00, 0.05, 0.00, 0.01, 0.00, 0.02, 0.04, 0.00, 0.00, 0.00, 0.00, 0.00, 0.00, 0.00, 0.00, 0.02, 0.00, 0.00, 0.00, 0.00, 0.00, 0.00, 0.00, 0.00, 0.00, 0.00, 0.17, 0.00, 0.00, 0.00, 0.02, 0.00, 0.00, 0.00, 0.00, 0.00, 0.00, 0.00, 0.00, 0.00, 0.14, 0.00, 0.00, 0.00, 0.00, 0.00, 0.00, 0.15, 0.03, 0.02, 0.00, 0.24, 0.00, 0.00, 0.00]}